C40H63NO11 | ωB97M-V with the def2-TZVPD basis set

Structure (XYZ):
```
115
Properties=species:S:1:pos:R:3:lowdin_charge:R:1
O -1.1492 -6.1604 8.5085 -0.19
O 3.9394 1.0958 4.4698 -0.20
O -2.7844 -3.7933 7.8817 -0.19
O -0.1768 -6.8940 4.4118 -0.22
O -1.8729 8.9512 -6.2108 -0.19
O -1.0884 0.8197 -2.7671 0.12
O 6.4203 2.1565 5.6602 -0.19
O -0.2362 6.5006 -6.3020 -0.20
O 0.3543 4.8126 -0.6560 0.13
O -1.4178 -5.4961 2.1316 -0.19
O -4.4011 -2.6134 -5.6169 0.10
N -2.7174 -1.2179 -4.8061 -0.13
C 5.1205 2.2996 6.2144 -0.20
C -2.6819 -4.4030 9.1616 -0.20
C 1.0443 -2.4980 0.7164 -0.14
C -5.1798 -0.6952 -4.5054 0.01
C -0.7266 -4.8655 3.2009 -0.20
C -1.3244 -5.0414 9.3630 -0.21
C 0.4987 0.9784 -5.3575 -0.13
C 0.9727 3.6427 -2.6471 -0.09
C 0.4775 1.3155 -1.0367 -0.07
C 0.4916 7.0405 -7.3898 -0.11
C 0.6245 0.0658 -0.4558 0.05
C -1.6684 8.0607 -5.1222 -0.20
C 1.5741 1.1719 1.4522 -0.02
C 6.6237 2.9589 4.5101 -0.11
C 0.3641 -5.7556 3.7539 -0.19
C -3.5297 -4.5667 6.9580 -0.11
C -4.0846 -1.6101 -5.0247 -0.48
C 1.2043 -0.0014 0.8069 -0.18
C 1.5407 3.2840 -5.3165 -0.02
C 1.4559 -1.3360 1.5261 -0.14
C -0.1151 1.4444 -2.4192 -0.26
C 0.6911 3.7727 -1.1698 -0.28
C -2.6822 -6.0059 2.5165 -0.11
C 4.7002 0.1333 3.7614 -0.11
C 1.4184 2.4235 0.8691 0.01
C 4.2350 1.1247 5.8606 -0.20
C -0.3122 7.3944 -5.1975 -0.20
C 0.5910 2.4590 -3.2907 -0.03
C -2.0980 -0.7582 -6.0739 -0.17
C -1.9150 0.7702 -6.1317 -0.17
C 1.8942 4.4585 -4.6758 -0.06
C 0.5497 -3.2308 -0.0970 0.12
C 0.8704 2.2615 -4.6485 -0.14
C -0.4779 1.1754 -6.5541 -0.17
C -0.3339 -5.8766 7.3822 -0.11
C 0.8766 2.4895 -0.4041 -0.09
C -1.9963 -2.3466 -4.2123 -0.08
C 1.6216 4.6563 -3.3321 -0.02
C -0.0849 -8.0761 3.6344 -0.10
C -2.7190 8.4150 -7.2123 -0.11
H 0.9560 -8.4107 3.5727 0.09
H 1.4340 0.5665 -5.7665 0.12
H -0.2734 -3.9570 2.7926 0.10
H -0.5288 -4.3058 9.2106 0.12
H 1.0557 -6.0555 2.9615 0.13
H 0.3571 6.3766 -8.2432 0.09
H 5.8243 2.8233 3.7774 0.08
H 1.7875 3.1702 -6.3689 0.12
H -5.1598 -0.6191 -3.4141 0.09
H -2.8155 -3.6118 9.9065 0.12
H 4.6604 3.2378 5.8907 0.13
H -3.7521 8.3664 -6.8519 0.09
H 5.7691 0.2246 3.9673 0.09
H -5.0947 0.3040 -4.9470 0.08
H -0.4468 2.1949 -6.9452 0.10
H 2.0035 1.1376 2.4536 0.11
H -2.0807 1.1698 -5.1255 0.10
H 4.3628 -0.8777 4.0160 0.09
H -0.3918 -6.7199 6.7023 0.07
H -3.4120 -4.1146 5.9735 0.08
H 6.6873 4.0158 4.7899 0.09
H 2.5426 -1.4056 1.6613 0.11
H 0.4842 8.1433 -5.2464 0.13
H 0.9595 -1.3253 2.4991 0.12
H -0.6740 -4.9797 6.8567 0.08
H -0.1610 6.7988 -4.2912 0.12
H -0.6709 -8.8482 4.1314 0.09
H 0.2958 -0.7999 -1.0158 0.11
H 0.1004 0.2146 -4.6908 0.09
H 1.7279 3.3230 1.3903 0.13
H -3.4766 -5.1407 9.3062 0.13
H -1.4239 -4.5718 3.9923 0.12
H -6.1455 -1.1156 -4.7919 0.08
H -2.6136 1.2526 -6.8240 0.11
H -1.7172 8.6568 -4.2056 0.13
H 4.5351 0.2985 2.6964 0.08
H 0.7093 -5.7468 7.6940 0.09
H 3.2826 1.2285 6.3898 0.13
H -3.3843 -5.1851 2.6994 0.09
H -3.1728 -5.5989 6.9163 0.09
H 5.2362 2.3377 7.3021 0.13
H -2.3943 7.4188 -7.5232 0.08
H 0.1092 -3.7516 -0.9175 0.04
H -1.1656 -1.3006 -6.2625 0.12
H 4.6978 0.1860 6.1785 0.13
H 0.9317 -5.1917 4.5023 0.12
H -2.3851 -2.5284 -3.2040 0.09
H -2.6101 -6.6315 3.4100 0.08
H -3.0615 -6.6114 1.6944 0.09
H -4.5925 -4.5569 7.2231 0.09
H 1.5600 7.0883 -7.1487 0.08
H -0.9227 -2.1499 -4.1514 0.08
H 0.1341 8.0370 -7.6600 0.08
H -2.4622 7.3093 -5.0791 0.13
H 7.5685 2.6602 4.0585 0.09
H 2.4210 5.2331 -5.2262 0.11
H -2.6808 9.0815 -8.0729 0.09
H -0.4805 -7.9267 2.6271 0.08
H -1.2549 -5.4067 10.3930 0.12
H -2.1203 -3.2848 -4.7774 0.09
H -0.1560 0.4775 -7.3381 0.11
H 1.8857 5.5501 -2.7756 0.12
H -2.7779 -1.0438 -6.8897 0.12
```

- lowest unoccupied orbital energy (eV) = -0.4
- SMILES = C#CCc1ccc2c(c1)C(=O)c1c(CCCCN(C)C(C)=O)cccc1C2=O.COCCOC.COCCOC.COCCOC.COCCOC
- multiplicity = 1
- DFT total energy (Ha) = -2444.09646
- F_max (Eh/bohr) = 0.0219
- frontier orbital gap (eV) = 8.44

C40H64FN4O18PS2 | ωB97M-V with the def2-TZVPD basis set

Structure (XYZ):
```
130
Properties=species:S:1:pos:R:3:lowdin_charge:R:1
S -0.1560 -4.4400 -5.0840 0.17
S -5.1875 -4.1803 -4.1673 0.93
P -0.5351 -2.9172 -3.9149 0.45
F -0.5288 -5.8015 0.7897 -0.06
O -5.7060 5.6491 5.1198 0.07
O 6.2663 -3.9164 0.6887 0.17
O 7.0727 -4.1438 2.7933 0.07
O 4.8707 -4.3885 2.4097 0.05
O 5.7981 7.6110 -1.8870 0.06
O -5.4605 -3.6850 -1.2671 -0.08
O -4.0767 6.4774 -1.4091 0.07
O 0.4926 2.4343 -3.0897 0.14
O -2.8946 -2.4583 0.7240 0.07
O -4.8291 6.5011 3.2131 0.15
O -3.4780 5.6705 4.8312 0.09
O 3.2689 -3.9926 -0.5538 -0.08
O -1.8806 7.0314 -1.3393 0.16
O -2.7647 5.6339 0.2097 0.08
O 0.6957 4.5476 -2.2980 0.10
O 3.9390 8.8620 -1.5538 0.16
O 1.3820 2.8172 -1.0389 0.03
O 4.7467 8.5364 -3.6454 0.09
N -2.2123 -2.2984 -1.6478 0.09
N -7.1584 -4.8719 -2.2657 -0.02
N -7.4445 -4.7655 -0.9464 -0.02
N 2.8092 -6.9249 0.7479 -0.01
C -0.2086 -2.9383 1.4432 -0.09
C -3.7280 5.3663 6.2022 -0.35
C 1.0549 -4.3292 -1.6433 -0.09
C -5.9089 -4.2007 -2.4890 -0.54
C -5.1341 4.8469 6.1488 -0.11
C 0.9244 5.0406 -0.9777 -0.34
C -4.1194 5.3677 0.5730 -0.35
C -4.2559 4.0240 1.2529 -0.02
C -2.0454 -2.5011 -0.1768 -0.33
C 0.8236 3.1936 -2.2259 -0.55
C -1.3974 -3.4209 -2.2677 -0.43
C -0.7472 -8.0155 -0.4307 -0.10
C -4.8151 5.4506 -0.7528 -0.10
C -2.8172 6.4394 -0.8892 -0.53
C -0.9223 -6.7190 -1.4032 -0.16
C 2.0544 -4.8154 -0.4836 -0.29
C -1.0422 -5.4103 -0.5057 -0.20
C 5.1299 -4.8683 3.7279 -0.35
C 6.4176 -4.1724 4.0588 -0.10
C -0.1052 -0.0141 -0.2435 -0.34
C 6.0897 -4.1295 1.8501 -0.53
C 1.8590 4.0098 -0.4210 -0.10
C -2.5929 -4.3427 -2.8602 -0.25
C 0.4314 -1.4743 -0.5434 -0.10
C 6.0146 8.0708 -4.1024 -0.35
C -2.7256 4.3698 6.7406 -0.02
C 3.9937 -4.5394 4.6708 -0.02
C 5.9293 7.5231 -5.5097 -0.02
C -4.6850 5.9906 4.2852 -0.52
C 1.5016 6.4385 -0.9996 -0.01
C 0.8889 -2.4829 2.2391 -0.02
C -0.4407 -2.7334 -0.1234 -0.22
C -3.3957 -3.6585 -4.0885 -0.50
C -0.4482 -4.0545 -1.0932 -0.20
C -6.4192 -4.0450 -0.2927 -0.08
C -0.8235 0.2727 1.1428 -0.09
C 6.3537 7.0391 -3.0673 -0.11
C 4.7492 8.3844 -2.2900 -0.54
C -1.0492 0.6202 -1.4112 -0.08
C 2.5391 -6.3334 -0.6180 -0.18
H 1.8910 -3.0319 2.1094 0.06
H -3.4199 -2.5162 -3.9435 0.07
H -2.9498 4.1080 7.7767 0.09
H 5.6201 8.3081 -6.2040 0.09
H -2.1675 -5.2276 -0.3316 0.16
H -6.2572 -3.7649 0.7875 0.14
H 2.9019 4.1598 -0.7181 0.14
H 3.7353 -4.0703 0.3090 0.06
H -3.8614 3.2202 0.6246 0.09
H 6.7124 8.9152 -4.0714 0.16
H -3.2368 -2.3998 -1.6959 0.11
H 6.8934 7.1279 -5.8366 0.09
H -2.2129 -5.3330 -3.3071 0.09
H 5.1805 6.7297 -5.5806 0.09
H -2.7147 3.4561 6.1404 0.09
H 1.8038 3.9361 0.6661 0.14
H 3.7608 -6.6801 1.0430 0.05
H -0.9949 -3.5796 1.9879 0.13
H 0.7907 -1.6506 3.0102 0.06
H 4.2184 -4.8700 5.6869 0.09
H 0.8197 0.6733 -0.2579 0.12
H -4.4468 6.1626 1.2493 0.13
H 0.5369 -1.5347 -1.6928 0.08
H -3.3014 -4.6335 -2.0216 0.10
H 0.3080 -8.0641 -0.0131 0.06
H 2.1447 -6.5605 1.4405 0.06
H 1.6490 -4.6695 0.5683 0.12
H -5.6675 4.9811 7.0908 0.14
H 1.7156 6.7918 0.0111 0.10
H -0.0356 5.0403 -0.4496 0.15
H -0.0595 -6.7724 -2.1283 0.10
H 1.5265 -1.5158 -0.1873 0.14
H -0.9412 1.7521 -1.2939 0.07
H -2.9569 -3.8946 -5.1080 0.05
H -0.8688 -8.9297 -1.1150 0.08
H -1.8386 -0.2129 1.2914 0.08
H -0.1194 0.0670 2.0293 0.06
H 5.2641 -5.9542 3.6687 0.16
H 1.5456 -3.3711 -2.0531 0.10
H -2.1333 0.3423 -1.2183 0.07
H -5.8669 5.7244 -0.6584 0.14
H 3.5389 -6.3774 -1.1639 0.13
H 3.0731 -5.0272 4.3406 0.09
H 5.8721 6.0717 -3.2415 0.14
H 3.7907 -3.4652 4.6861 0.09
H 1.0576 -5.0290 -2.5569 0.08
H -1.0112 1.4111 1.1898 0.08
H -1.9130 -6.9232 -1.9515 0.11
H 7.4291 6.8895 -2.9600 0.14
H -5.3001 3.8073 1.4882 0.10
H 0.7999 7.1307 -1.4697 0.08
H -1.5612 -8.0749 0.3631 0.08
H -0.6504 0.2692 -2.4213 0.07
H -3.6666 6.3018 6.7692 0.16
H 1.8265 -7.0250 -1.1679 0.09
H -5.2006 3.7974 5.8449 0.14
H -3.6780 4.0084 2.1806 0.08
H 6.2812 -3.1412 4.3996 0.14
H 0.7276 -2.2630 -3.6944 -0.01
H 2.4218 6.4781 -1.5885 0.08
H -1.7162 4.7856 6.6961 0.09
H 7.0118 -4.7168 4.7939 0.14
H -1.3232 -1.9383 -4.6391 0.01
H -4.7347 4.5343 -1.3470 0.14
```

- lowest unoccupied orbital energy (eV) = -0.2
- SMILES = C=C[C@]1(CC(C)C)C(=O)N[C@@](CCSc2nnco2)([PH2]=S)[C@]1(C[C@H](O)CN)[C@H](F)CC.C[C@@H]1COC(=O)O1.C[C@@H]1COC(=O)O1.C[C@@H]1COC(=O)O1.C[C@@H]1COC(=O)O1.C[C@@H]1COC(=O)O1
- multiplicity = 1
- DFT total energy (Ha) = -4373.24087
- F_max (Eh/bohr) = 0.0954
- frontier orbital gap (eV) = 7.53

C40H66B2Ca2F20N12O12S4 | ωB97M-V with the def2-TZVPD basis set

Structure (XYZ):
```
158
Properties=species:S:1:pos:R:3:lowdin_charge:R:1
Ca 4.8844 -5.2500 -1.6662 1.84
Ca 6.3653 1.5642 0.4087 1.84
S 6.8268 -3.1721 2.7866 0.50
S 1.5972 -7.6797 1.8078 0.55
S 3.7729 -4.2799 -6.8132 0.44
S 1.7701 -1.1222 -0.9068 0.44
F 7.0216 -2.3171 -2.1415 0.13
F 5.8596 -2.8480 -7.7686 0.11
F 3.4401 4.6188 3.4023 0.12
F -0.3989 -2.2917 0.1042 0.17
F 8.6888 -1.9915 -3.6137 0.09
F 2.5517 2.5309 3.2152 0.09
F 6.3081 -4.7513 4.7659 0.15
F 8.1222 -0.3352 -2.1634 0.05
F -0.4926 -0.1994 0.2559 0.12
F 3.5886 3.6884 1.4886 0.11
F 4.6563 -3.3510 4.4938 0.12
F 3.1842 -9.6343 2.9560 0.09
F 9.1372 -2.2526 -1.3906 0.12
F 1.3806 -9.1457 4.1315 0.15
F 4.6486 -3.8611 -9.2700 0.09
F 4.8187 2.7960 3.0647 0.11
F 6.4511 -2.6069 5.4045 0.12
F 6.0629 -5.0429 -7.9758 0.09
F 2.9255 -7.7311 4.1377 0.10
F 0.7971 -1.4460 1.5979 0.13
O 1.1311 -0.2840 -1.8717 -0.36
O 3.0564 -3.0439 -6.8806 -0.35
O 3.0285 -5.3767 -7.4208 -0.34
O 1.3974 -8.8094 0.8564 -0.41
O 6.2518 -4.1577 1.8826 -0.39
O 2.5683 -6.7061 1.1646 -0.44
O 2.9708 -0.5377 -0.3736 -0.36
O 1.9727 -2.4755 -1.4463 -0.38
O 0.2311 -7.2001 2.1727 -0.40
O 4.3635 -4.6538 -5.5028 -0.41
O 6.4477 -1.7739 2.4099 -0.45
O 8.2904 -3.3500 2.8623 -0.33
N -1.0274 1.5682 -8.7257 -0.07
N -2.7709 5.7851 4.8225 -0.08
N 1.5459 5.9000 -4.9495 -0.07
N -3.9988 6.5714 6.5352 -0.05
N 3.7259 2.6582 7.9745 -0.12
N -5.7052 -4.4498 3.5518 -0.10
N -2.4730 -4.5850 -3.3238 -0.09
N -6.3473 -2.3824 3.1776 -0.06
N -2.6717 -6.7247 -2.5463 -0.01
N -2.6773 3.0724 -8.0030 -0.03
N 1.8479 1.3965 8.1986 -0.05
N 2.8574 4.5662 -6.1510 -0.06
C 0.8408 0.4554 7.9722 -0.20
C -3.1850 -5.4438 -2.5062 0.04
C -0.8649 1.9395 -7.3835 -0.02
C -2.7360 6.1434 7.1126 0.07
C -3.8904 3.9306 -7.8093 -0.16
C 3.7260 3.3977 -6.4790 -0.13
C -1.8970 5.8302 5.9702 0.05
C -3.9722 5.2230 -8.6124 -0.06
C -4.6261 -3.7182 3.2710 -0.03
C 2.3386 4.7957 -4.9591 -0.02
C 5.9855 -3.4974 4.5244 -0.65
C -3.9993 6.1931 5.2520 -0.01
C 0.8485 6.4728 -3.7801 0.03
C 5.1863 -3.9828 -8.0164 -0.59
C -6.7596 -3.6058 3.5232 0.02
C 5.0949 3.9476 -6.9023 -0.05
C 3.1175 1.4909 7.6204 0.09
C -2.7840 -3.2619 -3.7009 -0.01
C -2.2834 5.4241 3.4704 0.01
C 5.0069 2.8872 7.6525 -0.03
C -1.9018 2.7242 -6.9036 -0.02
C -2.1432 2.3259 -9.0895 0.07
C 1.7434 2.5316 8.9897 0.01
C -2.6715 -9.3420 -2.3827 -0.03
C 2.2436 5.3986 -7.0503 0.02
C -1.4688 -5.3732 -3.8645 0.00
C 2.9012 3.2329 8.8559 -0.02
C -5.5606 -5.8817 3.7896 0.05
C -4.9571 -2.4080 3.0179 0.03
C -5.1477 6.8964 8.6408 -0.08
C 1.4308 6.2266 -6.2679 -0.01
C -6.8836 -0.2665 4.2610 -0.07
C -5.0301 7.2530 7.2507 -0.23
C 0.2935 -1.2642 0.3778 -0.71
C -0.3070 0.9457 7.1149 -0.06
C -0.1815 0.7477 -9.5989 0.04
C 2.3127 -8.6335 3.3566 -0.60
C -3.0265 -7.9218 -1.7981 -0.14
C -7.1285 -1.1255 3.0963 -0.19
C -1.4594 -6.5009 -3.1796 -0.02
B 8.2246 -1.7347 -2.3028 -1.34
B 3.6020 3.3830 2.8193 -1.38
H -0.5909 -7.1158 -2.9952 0.16
H -4.8345 3.4442 -8.0548 0.13
H -6.6264 -0.7934 5.1799 0.10
H -7.7413 0.4036 4.2013 0.10
H -7.8076 -3.7737 3.7229 0.17
H 5.5318 2.0625 7.1703 0.12
H -2.5060 6.1978 8.1664 0.12
H -5.9891 0.2836 3.9690 0.08
H -2.5923 2.3396 -10.0716 0.16
H 3.7656 2.7179 -5.6279 0.13
H -3.8285 -2.9513 -3.7256 0.10
H 4.9711 4.3989 -7.8867 0.08
H -6.5300 -6.2971 3.5141 0.11
H -2.2829 -2.6357 -2.9628 0.11
H 0.4127 0.1952 8.9402 0.14
H -3.7328 -4.3249 3.2544 0.15
H -4.8365 -6.2952 3.0876 0.11
H -2.8659 4.5831 3.0941 0.10
H -2.4088 6.2131 2.7289 0.10
H -1.1085 0.2070 7.1147 0.08
H 0.8261 0.5293 -9.2451 0.12
H -5.8606 6.7338 6.7725 0.14
H -2.4947 -7.7598 -0.8605 0.13
H 3.5278 0.9362 6.7895 0.18
H 0.8631 7.1223 -6.4723 0.14
H -4.1001 -7.8560 -1.6216 0.12
H 3.2548 2.8759 -7.3120 0.12
H -3.8219 4.1943 -6.7539 0.11
H -8.1841 -1.3651 2.9684 0.13
H -5.3970 5.8356 8.6655 0.10
H -0.1608 1.2118 -10.5849 0.11
H -0.2340 6.5635 -3.8696 0.10
H 1.1639 5.9861 -2.8572 0.10
H -1.2370 5.1220 3.4269 0.10
H -0.7886 -0.1460 -9.7432 0.11
H -2.0686 3.2809 -5.9933 0.13
H -0.8682 5.5082 5.9043 0.12
H 2.4701 5.3487 -8.1051 0.14
H 2.5700 4.2667 -4.0464 0.17
H 1.1546 7.5161 -3.7028 0.11
H -4.2809 4.8368 -9.5838 0.08
H 5.9710 3.3170 -6.7510 0.10
H -6.8015 -0.6618 2.1657 0.13
H -0.6531 -5.0060 -4.4698 0.15
H 5.3999 4.7809 -6.2693 0.08
H -5.9679 7.5446 8.9492 0.11
H 5.5681 3.1016 8.5620 0.13
H -4.7996 6.2648 4.5304 0.17
H -2.3277 -3.0435 -4.6664 0.11
H -3.0236 -9.5389 -3.3953 0.08
H -5.0246 8.3313 7.0919 0.15
H -1.5920 -9.4206 -2.5116 0.07
H 5.0755 3.6850 6.9130 0.13
H 0.8521 2.6262 9.5923 0.14
H -0.0690 1.4241 -6.8664 0.13
H -4.4541 -1.5369 2.6248 0.14
H -5.3661 -5.9601 4.8593 0.12
H 1.3209 -0.4725 7.6615 0.15
H -0.0870 1.0006 6.0488 0.08
H -3.0655 5.7154 -8.9639 0.08
H -0.7395 1.8826 7.4660 0.07
H -3.0993 -10.1668 -1.8128 0.09
H -4.7235 5.8746 -8.1663 0.10
H -4.1143 -5.1315 -2.0532 0.16
H 3.2588 4.0272 9.4944 0.15
H -4.2865 7.0311 9.2953 0.09
```

- lowest unoccupied orbital energy (eV) = -9.1
- total charge = +4
- multiplicity = 1
- DFT total energy (Ha) = -8117.57187
- F_max (Eh/bohr) = 0.1469
- frontier orbital gap (eV) = 3.80